Molecular formula: C12H27BF2NO6P
Method: DFT, the ωB97M-V functional and the def2-TZVPD basis

XYZ file:
```
50
C12H27BF2NO6P (the ωB97M-V functional and the def2-TZVPD basis)
N -2.405 -1.369 2.195
P -2.634 -0.870 0.698
B -2.428 1.047 0.626
C -0.994 1.565 0.245
C 0.055 1.105 1.245
F -0.143 1.776 2.444
C -3.570 2.006 1.065
C -4.967 1.429 1.051
F -5.872 2.331 1.590
H -2.223 -0.602 2.831
H -1.733 -1.464 -0.203
H -3.900 -1.231 0.192
H -0.983 2.650 0.185
H -0.734 1.128 -0.721
H -0.010 0.040 1.451
H 1.052 1.332 0.878
H -3.359 2.357 2.079
H -3.530 2.899 0.440
H -5.020 0.514 1.638
H -5.282 1.207 0.032
C 1.572 -6.274 0.507
C 0.846 -6.715 -0.745
O -0.579 -6.734 -0.565
C -1.173 -5.546 -0.601
O -0.636 -4.486 -0.797
O -2.465 -5.720 -0.328
C -3.206 -4.501 -0.251
H 1.295 -6.908 1.350
H 2.649 -6.348 0.356
H 1.330 -5.243 0.760
H 1.100 -7.743 -0.993
H 1.093 -6.084 -1.598
H -3.085 -3.920 -1.163
H -2.877 -3.917 0.610
H -4.247 -4.779 -0.126
C 5.285 5.037 -2.820
C 4.950 3.668 -2.271
O 4.597 3.713 -0.879
C 3.371 4.153 -0.615
O 2.544 4.484 -1.424
O 3.231 4.219 0.708
C 1.981 4.762 1.142
H 6.081 5.496 -2.233
H 5.622 4.948 -3.853
H 4.417 5.693 -2.797
H 5.820 3.017 -2.306
H 4.144 3.195 -2.831
H 1.150 4.219 0.697
H 1.913 5.817 0.884
H 1.958 4.646 2.220
```

As for the HOMO energy: -8.9 eV. The SMILES is N=[PH2]B(CCF)CCF.CCOC(=O)OC.CCOC(=O)OC. For the LUMO energy, the calculation gives -0.01598 hartree.

Molecular formula: C12H27BF4GeOS4Si3Tc
Method: DFT, the ωB97M-V functional and the def2-TZVPD basis

XYZ file:
```
54
C12H27BF4GeOS4Si3Tc (the ωB97M-V functional and the def2-TZVPD basis)
Tc 0.211 0.645 0.567
O -3.586 4.062 4.297
C -2.725 3.525 3.692
S -2.105 4.131 2.118
C -0.932 2.890 1.905
C -0.841 1.896 2.910
S 0.315 0.653 2.836
S -1.897 2.037 4.263
S 0.128 2.918 0.577
C 4.867 -2.206 0.608
Si 3.107 -1.946 1.133
C 2.916 -1.830 2.980
C 1.933 -3.211 0.431
Ge 2.513 0.224 0.204
Si 2.609 0.217 -2.259
C 1.544 1.599 -2.903
C 4.421 0.421 -2.608
C 1.927 -1.435 -2.767
Si 4.071 1.945 0.950
C 5.836 1.381 0.872
C 3.586 2.366 2.702
C 3.741 3.405 -0.181
H 5.274 -3.077 1.129
H 5.491 -1.346 0.852
H 4.937 -2.392 -0.466
H 3.276 -2.751 3.447
H 1.864 -1.715 3.248
H 3.476 -0.995 3.407
H 1.866 -4.076 1.097
H 2.251 -3.567 -0.550
H 0.930 -2.794 0.332
H 1.927 2.585 -2.633
H 0.527 1.501 -2.518
H 1.483 1.552 -3.994
H 4.692 1.477 -2.668
H 4.663 -0.050 -3.565
H 5.034 -0.053 -1.840
H 1.010 -1.654 -2.216
H 2.636 -2.246 -2.592
H 1.682 -1.426 -3.833
H 6.057 0.664 1.664
H 6.479 2.253 1.025
H 6.102 0.936 -0.088
H 3.857 1.572 3.401
H 2.510 2.537 2.774
H 4.093 3.281 3.022
H 4.471 3.467 -0.991
H 3.791 4.342 0.381
H 2.747 3.340 -0.626
F -2.760 -1.198 -1.088
B -1.931 -0.445 -0.384
F -0.854 -1.230 0.295
F -2.466 0.380 0.591
F -1.052 0.416 -1.214
```

As for the net charge: +1. As for the HOMO energy (spin up / spin down): -11.6 / -11.9 eV. For the LUMO energy (spin up / spin down), the calculation gives -0.22535 / -0.19871 hartree. As for the spin multiplicity: 3. For the energy relative to the best compared isomer or geometry (same formula, charge and spin), the calculation gives 5.1 kcal per mole.

Molecular formula: C12H27ClIN2OP2SSc
Method: DFT, the ωB97M-V functional and the def2-TZVPD basis

XYZ file:
```
48
C12H27ClIN2OP2SSc (the ωB97M-V functional and the def2-TZVPD basis)
C 0.030 0.646 -7.097
C 0.035 1.395 -5.767
H 0.033 1.386 -7.915
H -0.871 0.030 -7.200
H 0.925 0.021 -7.204
O 0.043 2.590 -5.602
I 0.024 0.229 -3.722
Sc 0.017 -0.830 -0.571
P 2.548 -0.131 -0.267
C 3.500 1.050 0.786
C 3.438 -1.619 0.296
H 4.523 -1.461 0.117
H 4.484 -0.080 -1.695
H 3.100 -2.516 -0.241
H 3.004 -0.422 -2.689
H 3.232 0.992 1.841
H 3.261 -1.807 1.358
C 3.410 0.167 -1.856
H 4.583 0.810 0.684
H 3.318 1.217 -2.154
H 3.338 2.077 0.453
P -2.500 -0.093 -0.266
C -3.430 1.101 0.792
C -3.364 0.213 -1.852
H -3.085 -2.471 -0.231
H -4.490 -1.392 0.130
H -3.227 -1.757 1.367
C -3.406 -1.568 0.305
H -2.968 -0.382 -2.686
H -4.439 -0.020 -1.687
H -4.515 0.873 0.692
H -3.254 2.125 0.456
H -3.259 1.261 -2.152
H -3.161 1.044 1.847
Cl -0.001 -3.056 -1.265
C -0.126 -1.522 5.082
N -0.078 -0.304 4.277
C -0.096 0.939 4.849
C -0.035 1.864 3.860
N 0.009 1.144 2.672
C -0.023 -0.209 2.929
S -0.009 -1.536 1.849
H -1.031 -2.100 4.852
H 0.777 -2.129 4.926
H -0.163 -1.200 6.130
H -0.146 0.965 5.905
H -0.017 2.938 3.934
H 0.064 1.527 1.733
```

As for the net charge: +2. As for the HOMO energy: -14.6 eV. For the LUMO energy, the calculation gives -0.25009 hartree. For the energy relative to the best compared isomer or geometry (same formula, charge and spin), the calculation gives 3.4 kcal per mole.

Molecular formula: C12H27F12NO5OsPS2Si3
Method: DFT, the ωB97M-V functional and the def2-TZVPD basis

XYZ file:
```
64
C12H27F12NO5OsPS2Si3 (the ωB97M-V functional and the def2-TZVPD basis)
Os -0.432 -0.075 0.073
C -1.340 0.084 3.279
O -0.335 0.180 2.230
Si 1.361 0.060 2.469
C 1.706 -1.554 3.277
C 2.124 1.480 3.350
C 1.292 0.020 0.545
Si 2.067 -1.686 -0.523
C 2.462 -1.155 -2.245
C 3.582 -1.965 0.510
C 0.827 -3.068 -0.442
Si 1.560 2.079 -0.518
C 0.595 3.329 0.442
C 1.196 2.076 -2.320
C 3.353 1.916 -0.077
H -0.905 0.465 4.201
H -1.641 -0.954 3.394
H -2.189 0.704 3.012
H 1.202 -1.523 4.250
H 2.766 -1.707 3.479
H 1.312 -2.413 2.733
H 1.692 1.521 4.355
H 2.000 2.457 2.891
H 3.192 1.291 3.487
H 3.328 -0.496 -2.301
H 1.621 -0.717 -2.782
H 2.724 -2.076 -2.778
H 4.108 -1.052 0.795
H 4.262 -2.532 -0.135
H 3.395 -2.570 1.394
H 0.022 -2.952 -1.171
H 0.395 -3.231 0.546
H 1.375 -3.977 -0.712
H -0.351 3.548 -0.051
H 1.189 4.250 0.449
H 0.383 3.067 1.476
H 0.153 1.876 -2.567
H 1.834 1.414 -2.901
H 1.410 3.106 -2.637
H 3.544 1.947 0.995
H 3.842 2.792 -0.521
H 3.827 1.036 -0.508
F -3.866 -3.517 -0.153
C -4.443 -2.468 0.389
F -5.558 -2.160 -0.224
F -4.631 -2.640 1.678
S -3.276 -1.036 0.107
O -1.948 -1.458 0.695
O -3.179 -0.788 -1.296
N -3.866 0.137 0.960
S -3.257 1.558 0.674
O -1.779 1.452 0.320
O -3.503 2.488 1.710
C -4.001 2.234 -0.940
F -3.080 2.187 -1.885
F -5.036 1.492 -1.258
F -4.360 3.472 -0.708
F -0.507 -0.326 -1.757
P -1.381 -0.937 -4.444
F -0.064 -0.041 -4.462
F -2.643 -1.771 -4.020
F -2.165 0.358 -4.061
F -1.471 -1.156 -5.948
F -0.494 -2.076 -3.820
```

As for the net charge: +2. As for the HOMO energy (spin up / spin down): -16.7 / -16.5 eV. For the LUMO energy (spin up / spin down), the calculation gives -0.32290 / -0.33261 hartree. As for the spin multiplicity: 2.

Molecular formula: C12H27F3N2O
Method: DFT, the ωB97M-V functional and the def2-TZVPD basis

XYZ file:
```
45
C12H27F3N2O (the ωB97M-V functional and the def2-TZVPD basis)
C 6.061 2.234 0.475
O 4.740 2.050 0.932
C 4.561 1.044 1.896
C 3.475 0.054 1.508
N 3.085 -0.724 2.698
C 2.294 0.705 0.843
C 1.674 1.838 1.664
C 0.184 1.847 1.616
F -0.295 2.611 2.571
F -0.348 0.658 1.776
F -0.244 2.337 0.482
H 6.674 1.344 0.565
H 6.564 3.048 0.989
H 6.017 2.509 -0.569
H 4.269 1.502 2.842
H 5.466 0.481 2.105
H 3.889 -0.666 0.810
H 3.641 -0.455 3.499
H 2.103 -0.597 2.901
H 1.565 -0.071 0.651
H 2.575 1.073 -0.129
H 1.982 2.767 1.216
H 1.982 1.798 2.697
C -2.841 1.157 -1.950
C -3.584 -0.126 -2.285
N -2.751 -1.310 -2.176
C -3.374 -2.504 -2.719
C -4.639 -3.037 -2.034
C -2.069 -1.468 -0.905
C -2.924 -1.535 0.365
H -1.961 1.277 -2.584
H -3.493 2.017 -2.110
H -2.523 1.182 -0.907
H -3.942 -0.057 -3.316
H -4.482 -0.184 -1.649
H -2.626 -3.302 -2.748
H -3.614 -2.301 -3.767
H -4.411 -3.544 -1.097
H -5.125 -3.769 -2.682
H -5.364 -2.247 -1.834
H -1.367 -0.637 -0.794
H -1.433 -2.355 -0.959
H -3.731 -0.800 0.361
H -2.300 -1.325 1.236
H -3.360 -2.522 0.518
```

As for the HOMO energy: -8.0 eV. The SMILES is COC[C@@H](N)CCC(F)(F)F.CCN(CC)CC. For the LUMO energy, the calculation gives 0.03086 hartree.

Molecular formula: C12H27O6PS
Method: DFT, the ωB97M-V functional and the def2-TZVPD basis

XYZ file:
```
47
C12H27O6PS (the ωB97M-V functional and the def2-TZVPD basis)
C 6.176 -1.219 -0.883
P 5.635 -2.990 -1.242
C 6.530 -3.504 -2.812
O 3.979 -2.826 -1.752
S 3.080 -3.204 -0.393
O 3.444 -2.148 0.598
O 1.513 -2.827 -0.792
C 0.764 -3.985 -1.202
C -0.657 -3.459 -1.620
C -0.597 -2.234 -2.591
C -1.555 -1.081 -2.095
O -1.131 0.215 -2.560
H 6.310 -0.727 -1.879
H 5.439 -0.670 -0.271
H 7.151 -1.289 -0.352
H 7.456 -4.069 -2.572
H 5.870 -4.101 -3.473
H 6.844 -2.592 -3.369
H 0.622 -4.672 -0.332
H 1.242 -4.589 -2.001
H -1.230 -4.310 -2.053
H -1.189 -3.164 -0.684
H -0.985 -2.535 -3.594
H 0.420 -1.828 -2.763
H -1.587 -1.018 -0.980
H -2.536 -1.265 -2.571
H -0.171 0.239 -2.564
C -1.621 2.397 1.714
C -1.217 0.962 1.510
O -2.030 0.116 1.201
C 0.236 0.615 1.704
H -2.690 2.502 1.542
H -1.399 2.705 2.737
H -1.088 3.037 1.008
H 0.540 0.844 2.727
H 0.850 1.177 0.998
H 0.383 -0.450 1.525
C -5.882 4.263 2.341
C -4.712 5.095 2.795
O -3.597 4.900 2.366
C -4.984 6.180 3.804
H -5.541 3.524 1.617
H -6.322 3.742 3.193
H -6.630 4.900 1.866
H -5.385 5.743 4.721
H -5.693 6.901 3.394
H -4.055 6.696 4.039
```

As for the HOMO energy: -8.7 eV. For the LUMO energy, the calculation gives 0.03021 hartree.

Molecular formula: C12H28B2CrF14N3O7S2
Method: DFT, the ωB97M-V functional and the def2-TZVPD basis

XYZ file:
```
69
C12H28B2CrF14N3O7S2 (the ωB97M-V functional and the def2-TZVPD basis)
Cr -0.705 -0.382 -0.047
B -3.580 -1.594 -0.666
F -4.618 -0.724 -0.661
F -2.533 -1.161 0.018
F -3.788 -2.820 -0.105
F -3.229 -1.802 -1.989
B -0.023 -3.150 -1.689
F 1.022 -3.818 -0.954
F -1.053 -4.018 -1.674
F -0.234 -1.956 -1.036
F 0.271 -2.920 -3.016
C -3.772 1.017 2.290
F -4.817 0.663 1.583
F -4.271 1.877 3.226
F -3.197 0.001 2.938
S -2.444 1.984 1.297
O -2.791 1.989 -0.097
O -2.414 3.310 1.883
N -1.006 0.965 1.353
S -0.323 1.351 2.808
O -1.207 1.745 3.864
O 0.654 0.301 3.203
C 0.931 2.813 2.385
F 1.625 3.171 3.440
F 1.813 2.466 1.503
F 0.252 3.873 1.947
C -1.385 -3.862 2.320
C -1.392 -2.366 2.372
O -0.326 -1.842 1.484
H -0.661 -4.388 2.942
H -1.386 -4.150 1.269
H -2.309 -4.339 2.649
H -1.329 -2.048 3.413
H -2.400 -2.113 2.044
H 0.454 -2.300 1.807
C 2.663 -0.778 -1.801
C 2.402 -0.897 -0.298
C 3.763 -0.525 0.411
O 3.586 -0.114 1.805
C 4.501 0.776 2.423
N 1.325 0.094 0.015
H 2.110 -1.589 -2.275
H 3.650 -0.965 -2.224
H 2.458 0.201 -2.234
H 2.054 -1.912 -0.105
H 4.354 0.207 -0.139
H 4.485 -1.328 0.261
H 4.012 0.939 3.383
H 4.716 1.681 1.854
H 5.433 0.291 2.711
H 1.695 0.937 -0.398
H 1.654 0.255 0.956
C -1.106 0.360 -4.267
C -0.438 0.593 -2.937
C -0.079 2.093 -2.744
O 0.464 2.369 -1.462
C 1.291 3.453 -1.437
N -1.490 0.313 -1.919
H -1.302 -0.705 -4.391
H -0.488 0.613 -5.129
H -2.065 0.874 -4.338
H 0.361 -0.127 -2.757
H -0.857 2.832 -2.939
H 0.555 2.224 -3.621
H 0.943 4.321 -1.997
H 2.240 3.017 -1.747
H 1.481 3.762 -0.410
H -1.989 1.190 -1.968
H -2.209 -0.225 -2.381
```

As for the net charge: -1. As for the HOMO energy (spin up / spin down): -4.0 / -8.2 eV. For the LUMO energy (spin up / spin down), the calculation gives 0.08091 / 0.08087 hartree. As for the spin multiplicity: 5.

Molecular formula: C12H28Cl10O2
Method: DFT, the ωB97M-V functional and the def2-TZVPD basis

XYZ file:
```
52
C12H28Cl10O2 (the ωB97M-V functional and the def2-TZVPD basis)
Cl -2.534 2.154 2.339
C -3.568 1.214 3.339
C -2.936 0.616 4.612
Cl -1.832 -0.825 4.339
H -4.091 0.488 2.717
H -4.356 1.905 3.639
H -3.770 0.287 5.232
H -2.407 1.356 5.212
Cl -2.307 -2.810 0.571
C -1.596 -4.225 1.417
C -0.686 -5.144 0.483
Cl 1.006 -4.410 0.291
H -2.418 -4.824 1.806
H -0.960 -3.883 2.233
H -1.068 -5.304 -0.526
H -0.576 -6.194 0.756
Cl 0.957 4.384 0.886
C 0.505 5.846 -0.068
C 0.301 5.401 -1.593
Cl -0.045 6.811 -2.728
H 1.202 6.681 0.005
H -0.461 6.200 0.292
H -0.575 4.759 -1.692
H 1.167 4.837 -1.937
Cl 1.442 -0.415 -2.359
C 0.569 -0.417 -0.784
C 0.060 1.039 -0.517
Cl -0.727 1.763 -1.951
H 1.140 -0.667 0.110
H -0.266 -1.112 -0.700
H 0.907 1.707 -0.362
H -0.652 1.136 0.303
Cl 2.711 0.102 1.944
C 3.071 1.003 3.417
C 2.410 2.337 3.329
Cl 2.917 3.269 4.727
H 4.153 1.046 3.290
H 2.861 0.429 4.319
H 1.333 2.202 3.432
H 2.759 2.877 2.449
C 2.621 -2.670 -5.060
O 1.500 -1.857 -5.231
H 2.688 -3.423 -5.845
H 3.572 -2.140 -4.998
H 2.546 -3.258 -4.145
H 1.597 -1.142 -4.597
C -1.637 -2.706 -3.525
O -0.918 -3.765 -4.089
H -2.683 -2.997 -3.621
H -1.324 -2.470 -2.508
H -1.440 -1.805 -4.106
H -0.165 -3.385 -4.548
```

As for the net charge: +1. As for the HOMO energy (spin up / spin down): -12.5 / -12.5 eV. For the LUMO energy (spin up / spin down), the calculation gives -0.10944 / -0.36733 hartree. As for the spin multiplicity: 2.